Record 1
Density functional theory data (ωB97M-V with the def2-TZVPD basis set) for C26H49AlBrClO18P as an isolated structure in a non-equilibrium geometry.

Each line ends with the Löwdin charge.
Element x y z (Å)
H (-5.4316, -2.7906, 5.0450)  0.100
C (-5.5798, -1.8999, -4.1926)  -0.054
H (-8.4438, 4.5737, -1.1214)  0.097
O (1.8832, 2.7386, 0.1894)  -0.186
H (3.8114, 0.5958, 0.6599)  0.116
H (9.7914, -1.8749, 0.1568)  0.090
C (-5.4832, 2.1491, -1.9304)  -0.033
H (5.5122, -2.6519, 3.9322)  0.092
H (-4.8553, -2.5980, -4.6047)  0.091
H (-1.4116, 1.0005, -5.8435)  0.101
H (-9.4757, 6.0115, -1.1697)  0.089
H (1.3831, -4.1459, 5.4629)  0.105
H (-1.6000, -4.4047, 2.6224)  0.105
O (6.6173, -1.2632, 1.9612)  0.127
C (2.2146, 2.3905, -1.1262)  -0.533
H (-4.7238, 2.8354, -1.5683)  0.088
H (0.2527, -5.4199, 5.9308)  0.083
H (-0.6167, 0.4626, -3.3802)  0.118
H (-0.0688, 2.1888, -5.8219)  0.109
O (-0.1153, 1.6575, -1.1185)  -0.220
H (2.3528, -1.1093, -5.9712)  0.015
O (7.5617, -2.3895, 3.6766)  0.001
H (-3.7522, 5.5313, -1.5509)  0.057
C (2.7376, 0.9521, -1.2235)  -0.140
H (3.5511, 4.0718, -1.0839)  0.079
C (-4.0748, 6.4553, -2.0251)  -0.027
C (0.8414, 2.0308, -3.4057)  -0.138
H (8.7087, -0.5266, 0.5287)  0.097
C (0.4846, 0.1411, -5.7666)  -0.146
H (6.5011, -2.6544, 5.3966)  0.093
C (-8.5984, 5.5381, -1.6039)  -0.048
H (-6.2190, -1.5391, -4.9979)  0.094
C (4.0136, 0.6503, -0.4140)  -0.271
O (-4.9346, -4.7319, 4.4927)  0.002
C (1.3051, -5.1654, 5.8367)  -0.038
H (5.2034, -7.5197, 2.7856)  0.092
H (8.0530, -2.0629, -0.1111)  0.099
H (3.6616, 3.1589, -2.6140)  0.040
O (-2.0598, 4.7925, -0.8944)  -0.512
O (3.8710, -5.0406, 5.1965)  0.121
C (3.1894, -5.8955, 4.6966)  -0.623
H (-0.4354, 1.9040, 1.7667)  -0.079
H (-4.0648, 6.3560, -3.1111)  0.099
H (-6.5695, -4.0675, 5.5011)  0.091
H (5.2131, -5.7666, 3.0283)  0.096
C (4.9908, -6.7248, 3.4955)  -0.039
C (1.4455, -0.5758, -5.8442)  0.094
C (-0.4979, 1.4294, -3.8749)  -0.185
H (0.3978, 3.4022, -1.9019)  0.106
O (-6.8111, 0.1239, -3.0237)  0.113
H (-3.3871, 7.2471, -1.7429)  0.098
C (6.3612, -2.1841, 4.4271)  -0.035
H (1.9484, 0.3218, -0.7963)  0.124
H (6.1782, -1.1210, 4.5761)  0.099
H (-1.2128, -5.5106, 3.9746)  0.078
C (2.9768, 3.5303, -1.8471)  -0.027
O (-4.8450, -0.8270, -3.6131)  0.002
H (0.9961, 2.9633, -3.9657)  0.117
H (-6.1119, 2.6702, -2.6421)  0.077
H (5.6075, -6.8689, 4.3815)  0.097
O (8.7054, -2.1212, 1.8626)  0.000
C (-6.3292, 5.9502, -1.8486)  -0.610
Cl (0.3799, 6.2363, 0.1150)  0.005
Al (0.0732, 2.6116, 0.4235)  0.078
H (2.2867, 4.2727, -2.2550)  0.075
O (-3.2133, -5.4567, 3.4089)  0.007
C (7.5344, -1.8640, 2.4517)  -0.625
C (-3.6306, -4.5404, 4.2819)  -0.623
H (-5.0503, -3.9010, 6.3948)  0.096
H (-1.6543, 4.1581, -1.5025)  0.002
H (-6.1735, -2.4133, -3.4371)  0.095
H (4.9857, 2.6000, -0.4223)  0.055
O (-5.3862, 6.8332, -1.5666)  0.017
C (-0.4374, 1.2450, -5.4105)  -0.211
O (1.8893, -6.0882, 4.9148)  0.003
H (-1.6018, -6.1539, 2.3747)  0.095
O (-7.4923, 6.4050, -1.3658)  0.002
Br (5.8678, 1.3774, -2.5236)  0.590
O (-6.1755, 4.9106, -2.4392)  0.101
C (5.2043, 1.5650, -0.6791)  -0.563
C (0.8290, 2.3681, -1.9011)  -0.398
H (-8.7620, 5.4061, -2.6729)  0.096
C (-5.6064, 0.1232, -3.0587)  -0.625
H (-6.0717, 1.7968, -1.0830)  0.101
H (2.8778, 0.5972, -2.2488)  0.096
C (-5.5168, -3.8111, 5.4148)  -0.045
H (1.6480, 1.3573, -3.7107)  0.098
H (1.7738, -5.2488, 6.8161)  0.097
C (8.8060, -1.6111, 0.5327)  -0.041
O (3.6044, -6.8159, 3.8253)  0.005
H (6.0365, 1.2604, -0.0407)  0.041
H (-1.3425, 2.0548, -3.5742)  0.111
O (-2.9518, -3.6905, 4.7927)  0.128
C (-1.8248, -5.3637, 3.0864)  -0.031
H (4.3387, -0.3619, -0.6969)  0.097
P (-1.0527, 4.7151, 0.4832)  0.400
O (-4.8053, 1.0534, -2.5610)  0.017

Net charge = -1
Highest occupied orbital energy = -4.65 eV
Calculated total energy = -5992.56727 Ha
Maximum force = 0.05195 Eh/bohr

Record 2
Density functional theory data (ωB97M-V with the def2-TZVPD basis set) for a 11-piece molecular cluster, C26H49Br20ClIO2PS overall in a non-equilibrium geometry.

Each line ends with the Löwdin charge.
Element x y z (Å)
C (-4.1155, -10.8067, -1.4689)  -0.707
H (2.2758, 1.0952, 2.4459)  0.027
H (-7.6428, -6.0881, -5.3290)  0.060
H (-5.4956, -1.2140, -7.3485)  0.059
H (-4.6431, -9.8779, -1.2762)  -0.010
C (2.3389, -4.4667, 0.2021)  -0.691
C (-2.1485, 7.1353, 2.6112)  -0.683
C (-4.1158, -2.4618, -8.4154)  -0.699
H (2.8006, -3.2338, 1.9329)  0.054
H (6.1488, 6.3927, -2.1148)  0.051
H (-1.2107, 4.1259, -3.0186)  0.041
Br (-1.3372, -4.6791, -1.4136)  0.619
Br (7.2710, 4.8240, 0.1114)  0.617
C (6.6286, 4.3200, -1.6537)  -0.692
H (3.5851, 4.0448, -5.6135)  0.055
C (-6.7585, -6.3589, -4.7549)  -0.677
C (3.0532, 1.9750, 11.7116)  -0.659
C (1.6334, 1.5256, 6.9624)  -0.443
C (-1.0433, 4.3129, -1.9591)  -0.705
H (-4.2476, -5.1116, -1.4748)  -0.029
C (-4.1034, -4.2685, -0.8086)  -0.709
H (-5.9859, -2.9180, -7.4061)  0.005
C (2.8814, 4.7429, -6.0643)  -0.689
H (-4.5496, -12.8423, -2.0958)  0.049
H (-2.8214, 7.4963, 0.6073)  0.056
H (-0.6407, 5.3139, -1.8295)  0.052
H (-4.8937, -4.2612, -0.0598)  0.061
S (4.1576, 0.8094, 1.0464)  0.343
H (3.0882, 0.4211, 8.2505)  -0.008
H (4.5113, 0.3945, 11.3863)  0.049
H (2.1777, 4.4314, 5.3114)  0.074
C (3.3388, 1.3218, 2.5901)  -0.248
H (2.4859, 4.3127, -6.9792)  0.051
Br (-2.8178, 4.3051, -1.1550)  0.638
H (-0.6712, 2.2876, -1.2577)  0.059
H (6.1218, 3.3651, -1.5449)  0.037
Br (-5.6652, -7.3692, -2.3136)  0.673
H (3.7694, 0.7404, 3.4104)  0.120
C (-5.5079, -2.1152, -7.9591)  -0.711
H (3.6858, 6.6297, -5.3451)  0.046
H (-2.4999, -3.3076, 0.3051)  0.024
H (4.3373, 3.0882, 3.4261)  0.115
Br (-0.6820, 8.7191, 0.7257)  0.602
H (-3.4303, -2.4723, -7.5697)  0.057
H (-3.4124, -10.9968, -0.6599)  0.059
I (-0.1322, 0.7888, 4.1771)  0.440
Br (-4.0357, -4.2586, -9.1583)  0.592
H (3.7047, 3.3385, 1.7871)  0.072
H (-1.4667, 6.3551, 0.7019)  -0.012
H (-2.3275, 8.0914, 3.0935)  0.050
H (-7.9663, -7.1447, -3.1684)  0.060
H (3.3178, -4.5122, -0.2717)  0.060
Br (1.8436, 1.1830, 10.4017)  0.754
Br (0.4815, 3.7464, 0.3990)  0.663
C (2.1847, 3.4734, 3.3351)  -0.326
C (-0.1659, 3.2426, -1.3675)  -0.666
H (-2.6945, -5.0439, 0.6096)  0.063
H (0.7302, 3.1091, -1.9729)  0.032
Br (0.3627, -2.8976, 1.5506)  0.603
H (-7.2894, -5.5445, -2.8095)  0.055
Br (2.2369, -6.0633, 1.3138)  0.595
C (-5.0390, -11.9818, -1.6504)  -0.693
Br (1.4017, 4.8568, -4.8052)  0.619
O (5.5317, 1.1871, 1.1577)  -0.341
C (2.2110, -3.2121, 1.0219)  -0.688
H (-6.3197, -7.2594, -5.1740)  0.055
C (-1.8990, 7.2536, 1.1317)  -0.718
H (2.4378, 2.3700, 12.5144)  0.050
C (2.2662, 0.8495, 7.7339)  -0.152
H (2.2069, 4.5302, 3.0271)  0.090
C (-2.7521, -4.2627, -0.1465)  -0.698
Br (-5.4927, -4.9114, -5.0749)  0.626
O (3.9469, -0.5942, 0.8650)  -0.347
H (3.5364, 2.7989, 11.1892)  0.061
C (-7.1010, -6.4968, -3.2967)  -0.661
H (-3.7367, -1.7877, -9.1774)  0.049
H (-5.4801, -12.2705, -0.6980)  0.057
Cl (3.3437, 1.8922, -0.4991)  0.372
P (0.7841, 2.4886, 5.6841)  0.489
H (5.5814, 5.2065, -3.3049)  0.046
Br (-6.6687, -1.6931, -9.4648)  0.600
H (1.2960, 3.0357, 2.8711)  -0.025
C (2.1985, 3.4171, 4.8904)  -0.420
C (3.5031, 2.8625, 2.7555)  -0.226
C (3.5297, 6.0856, -6.2724)  -0.709
Br (-6.5503, -11.5350, -2.7947)  0.590
H (7.5247, 4.1864, -2.2572)  0.058
Br (-3.0120, -10.5163, -3.0452)  0.599
C (5.7494, 5.3915, -2.2447)  -0.688
Br (2.4539, 7.2258, -7.4241)  0.619
Br (-4.3892, -2.6604, -1.8654)  0.587
H (2.4919, -2.3421, 0.4348)  0.029
H (1.5665, -4.5605, -0.5553)  0.003
H (3.1481, 2.9766, 5.2246)  0.068
Br (3.9794, 5.3768, -1.4370)  0.590
Br (3.3107, -0.2796, 13.4595)  0.606
Br (-0.6345, 6.3168, 3.5183)  0.601
H (4.4806, 5.9725, -6.7901)  0.058
H (4.8725, 1.4857, 12.7371)  0.056
H (-2.9898, 6.4717, 2.8028)  0.060
C (4.0778, 0.9808, 12.1908)  -0.701

Net charge = 0
Highest occupied orbital energy = -8.44 eV
ΔE to the lowest compared entry with this formula, charge and spin = 0.00 kcal/mol
SMILES = C#CP(I)CCCCS(=O)(=O)Cl.BrCCBr.BrCCBr.BrCCBr.BrCCBr.BrCCBr.BrCCBr.BrCCBr.BrCCBr.BrCCBr.BrCCBr
Calculated total energy = -54148.19487 Ha
Maximum force = 0.05100 Eh/bohr

no.,orbital gap (eV)
1,6.579
2,8.273